# C42H62BHgN4P3S

A structure of composition C42H62BHgN4P3S at a distorted geometry (ωB97M-V/def2-TZVPD, the OMol25 dataset).

Computed properties:
**E_HOMO (spin up / spin down)**: -3.08 / -3.92 eV
**Expectation value of S²**: 0.76
**Total charge**: -1
**Energy relative to the best compared isomer or geometry (same formula, charge and spin)**: 0.0 kcal/mol
**Electronic energy**: -3457.1933 Ha
**Gap between HOMO and LUMO (spin up / spin down)**: 5.4182 / 6.2586 eV
**LUMO (spin up / spin down)**: 2.3 / 2.3 eV
**Multiplicity**: 2

Each line ends with the Mulliken charge.
CARTESIAN COORDINATES (ANGSTROEM)
Hg 0.02526 0.40564 -0.23101  -0.31
C -5.59016 -2.60676 1.13209  -1.89
C -4.07211 -2.45462 1.46064  2.32
C -3.89562 -1.22027 2.35966  -1.85
C -3.58376 -3.57052 2.33996  -1.79
P -2.86166 -2.20254 0.07900  0.84
C -3.46531 -0.71909 -0.86666  -1.19
N -3.21978 0.60754 -0.27153  -0.55
B -1.92069 1.29653 -0.16935  0.52
N -2.24767 2.60400 0.41109  1.56
C -1.39022 3.75676 0.62722  -2.24
P 0.34353 3.53087 0.07082  0.42
C 1.17692 4.73111 1.26608  1.68
C 1.31008 3.92251 2.55199  -1.89
C 2.62313 4.97186 0.77258  -1.65
C 0.47414 6.02059 1.62719  -1.61
C 0.35053 4.27256 -1.60344  2.43
C -0.83505 3.63157 -2.33022  -2.25
C 0.26450 5.77748 -1.66971  -1.90
C 1.68278 3.87813 -2.27412  -1.84
C -3.56428 2.58376 0.72994  0.19
C -4.28120 3.55660 1.41576  -0.49
C -5.64465 3.28202 1.73470  -1.08
C -6.27562 2.13954 1.21068  -0.71
C -5.55658 1.20981 0.37319  -0.58
C -4.19720 1.41753 0.22313  0.41
C -3.04739 -3.55458 -1.19399  2.11
C -4.50501 -3.87182 -1.55091  -1.82
C -2.37913 -3.06598 -2.48628  -2.14
C -2.29753 -4.81817 -0.65420  -1.94
H -6.13247 -2.24582 2.05528  0.43
H -5.97722 -3.59747 0.95086  0.37
H -5.87563 -1.91537 0.35820  0.27
H -4.48166 -1.41843 3.32244  0.54
H -4.27821 -0.28789 1.97981  0.32
H -2.85196 -1.09156 2.62923  0.17
H -4.29270 -3.68839 3.18615  0.49
H -2.60093 -3.42817 2.76439  0.17
H -3.53790 -4.57397 1.87334  0.34
H -4.52927 -0.78887 -1.11605  0.24
H -2.90740 -0.81365 -1.77027  0.27
H -1.30950 3.96569 1.70629  1.02
H -1.77045 4.69832 0.27248  0.73
H 1.84255 2.97924 2.39688  0.05
H 0.34043 3.76160 2.95634  0.42
H 1.75078 4.52205 3.32747  0.60
H 3.02789 3.97888 0.50325  0.13
H 3.20044 5.41114 1.59357  0.52
H 2.71787 5.65011 -0.08294  0.27
H -0.60140 5.87325 1.78723  0.23
H 0.64656 6.71399 0.79748  0.29
H 0.94804 6.48183 2.48905  0.56
H -1.70295 4.02483 -1.89839  0.40
H -0.81563 2.55972 -2.14644  0.21
H -0.80229 3.88448 -3.37849  0.60
H -0.69519 6.14165 -1.28747  0.29
H 0.36329 6.09625 -2.69203  0.59
H 1.07173 6.19464 -1.07623  0.32
H 1.67612 2.79904 -2.46428  0.28
H 2.58649 4.10444 -1.76449  0.34
H 1.73808 4.33614 -3.26861  0.51
H -3.68721 4.41068 1.80590  0.37
H -6.28671 3.96364 2.23437  0.38
H -7.29351 1.93671 1.44328  0.44
H -6.05406 0.37499 -0.06775  0.40
H -5.10576 -3.00986 -1.85719  0.24
H -5.03208 -4.41890 -0.78319  0.29
H -4.51325 -4.47401 -2.49065  0.50
H -2.94527 -2.22970 -2.95756  0.43
H -2.37538 -3.88811 -3.19467  0.57
H -1.33754 -2.81179 -2.31074  0.45
H -2.75958 -5.32371 0.21918  0.24
H -1.27046 -4.65554 -0.38760  0.31
H -2.38143 -5.53120 -1.46583  0.54
C 7.32109 -1.39925 -0.79035  -1.35
C 6.38474 -0.22754 -0.90950  1.27
C 6.27937 0.47563 -2.11079  -1.25
C 5.41085 1.61408 -2.08186  -0.03
N 4.65065 1.90350 -1.04948  -0.26
C 4.71011 1.08124 0.07396  -0.25
S 3.56351 1.23799 1.34685  -0.24
N 5.64421 0.07484 0.15374  -0.47
H 7.37941 -1.70238 0.27270  0.35
H 8.27866 -1.29969 -1.31768  0.38
H 6.86118 -2.24163 -1.26535  0.24
H 6.94725 0.36407 -2.94835  0.41
H 5.35407 2.26240 -2.97254  0.35
C 3.05053 -5.45937 0.68005  -1.41
P 1.74585 -4.24543 0.16759  0.16
C 1.92345 -3.05869 1.49893  0.31
C 3.16367 -2.58488 2.05519  0.44
C 3.21619 -1.72373 3.14166  -0.92
C 2.01644 -1.29948 3.68292  -0.31
C 0.76941 -1.79770 3.25839  -0.61
C 0.77274 -2.61552 2.12969  0.43
C 2.60992 -3.59033 -1.33237  0.27
C 3.30291 -2.35925 -1.34644  0.15
C 3.83002 -1.84085 -2.51961  -0.21
C 3.64768 -2.54570 -3.70260  -0.93
C 2.98199 -3.76690 -3.66409  -0.48
C 2.43422 -4.30160 -2.49901  -0.80
H 3.06257 -6.28027 -0.06753  0.42
H 2.77156 -5.91857 1.62650  0.42
H 4.05024 -5.00934 0.72250  0.33
H 4.06751 -2.93208 1.57631  0.12
H 4.14274 -1.33487 3.51407  0.29
H 2.05558 -0.69525 4.58238  0.34
H -0.13499 -1.41146 3.70553  0.41
H -0.16019 -2.99030 1.69602  -0.33
H 3.45205 -1.84522 -0.39839  0.33
H 4.45381 -0.96609 -2.48169  0.40
H 4.03958 -2.16800 -4.65531  0.37
H 2.82862 -4.30789 -4.57609  0.37
H 1.99527 -5.27751 -2.47185  0.41

Cartesian forces (eV/Å) of the 2 atoms listed first:
Hg 1.1 -0.6 -0.2
C 0.2 1.0 1.9



# C42H62N5O3

A cluster of 6 separate species, C42H62N5O3 in total at a distorted geometry (ωB97M-V/def2-TZVPD, the OMol25 dataset).

Computed properties:
**E_HOMO**: -3.00 eV
**Total charge**: -1
**Electronic energy**: -2136.6933 Ha
**Gap between HOMO and LUMO**: 4.7971 eV
**LUMO**: 1.8 eV
**Multiplicity**: 1

Each line ends with the Mulliken charge.
CARTESIAN COORDINATES (ANGSTROEM)
C 2.45564 -3.83953 1.42893  -0.47
C 2.80408 -2.56585 0.52593  0.53
O 3.08195 -1.46545 1.09685  -0.60
O 2.86059 -2.60987 -0.91142  -0.26
C 1.47472 -2.52204 -1.36541  -0.05
C 1.26413 -2.85321 -2.91554  -0.88
C 1.00901 -4.44091 -3.21854  -1.01
C -0.57850 -4.73188 -3.05914  -0.76
O -1.12129 -4.29801 -1.76695  0.69
C -2.35889 -4.91810 -1.45828  0.39
C -2.66020 -6.43454 -1.49698  -0.39
C -4.02851 -7.04498 -1.11422  0.50
C -4.27496 -8.63631 -1.13807  -0.98
C -5.18689 -6.10703 -0.70415  -0.87
C -4.90156 -4.58673 -0.65290  -0.91
C -3.51935 -3.96254 -0.99674  0.09
C -3.38046 -2.38050 -0.85357  0.28
C -2.65781 -2.07884 0.56926  -0.99
C -2.66510 -1.65342 -2.09534  -0.83
C 1.83953 -5.32604 -2.18642  0.83
C 1.23637 -6.21365 -1.06397  -0.19
C 2.16432 -7.06563 -0.11594  -0.67
C 3.69685 -7.02780 -0.32319  -0.38
C 4.36577 -6.16437 -1.44436  -0.58
C 3.41425 -5.33488 -2.34102  -0.29
H 3.23951 -4.66577 1.38728  0.20
H 1.47587 -4.31167 1.03214  0.07
H 2.22740 -3.56287 2.52510  0.29
H 0.83128 -3.13459 -0.64949  -0.06
H 1.15221 -1.41506 -1.21455  0.24
H 2.22933 -2.60047 -3.50568  0.38
H 0.43322 -2.24260 -3.42077  0.37
H -0.71846 -5.83988 -3.29262  0.38
H -1.13255 -4.12558 -3.87197  0.28
H -1.82259 -7.15508 -1.82577  0.25
H -3.88931 -9.08107 -2.11380  0.29
H -3.60884 -9.06125 -0.29288  0.26
H -5.38420 -8.81680 -0.94706  0.29
H -6.22096 -6.48632 -0.42664  0.20
H -5.74433 -3.88437 -0.34404  0.21
H -4.43337 -1.92738 -0.76590  0.43
H -1.78315 -2.77887 0.78276  0.19
H -2.32454 -0.98139 0.67340  0.22
H -3.45576 -2.25374 1.38663  0.33
H -1.53055 -1.51501 -1.92530  0.00
H -3.10314 -0.60634 -2.29755  0.37
H -2.75333 -2.35000 -3.00766  0.18
H 0.11361 -6.28923 -0.90821  0.22
H 1.75052 -7.72176 0.71944  0.27
H 4.40891 -7.65425 0.32981  0.24
H 5.49575 -6.17854 -1.59802  0.30
H 3.87085 -4.71242 -3.18756  0.27
C 5.35686 2.18174 4.19341  -1.19
C 5.04199 0.84579 3.53085  -0.59
C 3.54497 0.61570 3.32093  0.76
C 2.81388 0.51229 4.58705  0.02
N 2.23884 0.43822 5.58247  -0.58
H 4.93648 2.23850 5.20078  0.38
H 6.43866 2.31467 4.27781  0.37
H 4.95766 3.01392 3.60634  0.24
H 5.46914 0.03672 4.13194  0.43
H 5.53863 0.81548 2.55715  0.28
H 3.40557 -0.31033 2.75428  0.00
H 3.12459 1.42378 2.71359  0.09
C 0.28171 4.30899 4.17584  -0.94
C -0.38474 2.93878 4.16536  -0.26
C -1.10784 2.63149 2.85299  -0.25
C -2.24313 3.52882 2.61787  0.15
N -3.13098 4.23823 2.43061  -0.37
H -0.45286 5.11353 4.08319  0.38
H 0.81969 4.45804 5.11536  0.32
H 0.99892 4.40193 3.35599  0.14
H -1.08245 2.87040 5.00613  0.35
H 0.38400 2.17678 4.32650  0.03
H -1.47304 1.60020 2.88332  0.23
H -0.40568 2.69385 2.01613  0.23
C -5.98650 5.21476 1.99718  -1.02
C -7.24035 4.49579 1.51443  -0.40
C -8.07921 5.33047 0.54480  -0.42
C -8.63669 6.52937 1.17844  0.27
N -9.06891 7.47367 1.67481  -0.43
H -6.23493 6.11392 2.56756  0.33
H -5.40570 4.56098 2.64701  0.28
H -5.35272 5.50518 1.15559  0.29
H -7.84381 4.20308 2.37965  0.30
H -6.93874 3.57289 1.00890  0.29
H -8.90224 4.71495 0.16830  0.28
H -7.47526 5.61517 -0.32185  0.28
C 5.37941 1.96819 0.02921  -0.79
C 4.50604 2.53123 -1.08369  -0.54
C 4.13877 3.99957 -0.87185  0.18
C 3.30056 4.19441 0.31449  0.50
N 2.64833 4.34769 1.25112  -0.58
H 4.85806 1.97820 0.98888  -0.23
H 5.64815 0.93234 -0.19130  0.45
H 6.30393 2.54393 0.13315  0.33
H 3.59983 1.92417 -1.17269  0.30
H 5.04533 2.43899 -2.03136  0.36
H 3.59690 4.35973 -1.75229  -0.49
H 5.04676 4.60500 -0.78963  0.37
C 1.54211 7.91759 -4.65152  -1.13
C 0.46345 7.01070 -4.07186  -0.45
C 0.97338 6.11383 -2.94281  -0.36
C 1.97283 5.14733 -3.40722  0.28
N 2.76227 4.39231 -3.77144  -0.52
H 2.34572 7.33933 -5.11436  0.34
H 1.11531 8.56603 -5.42047  0.32
H 1.97811 8.55313 -3.87581  0.30
H 0.03561 6.40122 -4.87394  0.30
H -0.34472 7.63701 -3.68145  0.30
H 0.12704 5.56848 -2.51416  0.32
H 1.39405 6.72632 -2.13961  0.32

Cartesian forces (eV/Å) of the 2 atoms listed first:
C -1.2 -0.2 -0.6
C 1.3 2.8 1.4